Here is C15H31O16V as an isolated structure from OMol25. Energies are from ωB97M-V/def2-TZVPD.

Element x y z (Å)
H -6.185 0.576 -4.585
H -5.763 -3.547 2.700
H 1.338 -0.954 0.975
C -1.581 -2.678 0.177
H 0.556 5.570 -2.453
H 7.350 -1.764 -2.223
O 1.732 5.414 -0.737
O 0.180 1.478 0.321
H -6.816 1.204 -3.098
H -1.169 -1.835 -0.379
H -1.152 2.711 -2.561
C 2.850 0.331 -1.117
H 0.071 0.786 -0.360
O 5.455 -1.989 -1.252
C 1.908 4.939 0.504
O 2.934 5.591 1.039
H 2.825 -1.580 1.613
O -3.067 2.281 -2.978
H -0.672 -4.771 2.399
O -3.191 -3.966 1.969
O -5.118 2.159 -3.676
C 1.820 -1.271 1.899
H -1.312 -2.510 1.219
C 1.719 -3.245 3.293
H 2.544 5.182 3.016
H 7.278 -1.790 -0.404
H 1.791 0.078 -1.166
O 0.886 -4.192 3.770
H -1.902 1.935 -1.205
C 3.386 5.185 2.324
H -0.987 -3.305 3.336
C 0.695 4.931 -1.582
H 3.105 0.879 -0.210
H 4.100 5.934 2.668
C -5.897 -3.808 1.651
H -0.993 -4.752 4.120
O -3.015 -2.762 0.046
C -4.188 1.446 -2.983
H 1.941 -0.412 2.559
H -0.253 4.810 -1.057
C -0.440 -4.248 3.327
H 3.879 4.213 2.282
O -4.247 0.342 -2.429
C -1.856 1.923 -2.294
H -6.975 2.083 -4.686
C -3.666 -3.325 1.064
V -0.301 2.734 1.829
H 3.080 1.020 -1.930
O 3.622 -0.834 -1.130
O 2.917 -3.205 3.619
C 4.915 -0.808 -1.423
H 0.896 3.942 -1.994
C -6.329 1.502 -4.028
O 1.111 -2.338 2.501
O -4.958 -3.092 0.795
H -5.928 -4.883 1.471
O 5.501 0.195 -1.821
H 7.052 -3.191 -1.297
C 6.827 -2.125 -1.338
H -1.497 0.949 -2.625
H -6.932 -3.523 1.459
O 1.259 4.037 1.071
H -1.133 -3.656 0.005

Forces on the atoms, in the same order (eV/Å):
H 0.59 -0.07 0.06
H 0.51 -0.33 -0.07
H -0.45 -0.26 0.32
C -0.11 -0.54 1.43
H 0.32 0.43 0.52
H -0.56 0.58 0.06
O 0.23 -0.45 1.48
O -0.83 1.51 1.86
H -0.39 0.20 -0.15
H -0.42 -0.42 -0.51
H -0.01 -0.18 -0.26
C 0.55 1.28 -0.03
H -0.30 0.62 0.96
O -1.89 -0.45 -0.05
C 0.43 0.59 -0.86
O -1.07 -0.69 -0.92
H 0.05 -0.17 0.14
O -1.06 -0.65 0.28
H 0.72 0.05 -0.10
O -0.25 0.51 -0.19
O 1.22 -0.73 0.21
C 1.32 -0.10 -0.26
H -0.21 0.26 0.16
C 3.08 0.10 1.18
H 0.09 -0.17 0.06
H 0.16 0.67 -0.22
H 0.34 -0.30 0.12
O 1.33 0.96 -0.81
H -0.60 -0.13 0.03
C 0.08 0.02 0.85
H 0.61 0.38 -0.38
C -1.00 -1.12 -0.44
H -0.43 0.06 0.21
H -0.10 -0.05 -0.28
C -0.53 0.22 0.22
H 0.26 -0.53 -0.06
O 1.15 0.72 -0.13
C 0.92 -0.65 0.97
H -0.25 -0.07 0.26
H 0.01 0.39 0.19
C -2.38 -0.02 0.87
H -0.14 0.01 -0.07
O -0.15 3.04 -1.75
C -0.41 -0.09 -0.36
H 0.44 0.68 0.51
C -0.39 -0.42 -0.66
V 1.93 -1.67 -3.55
H 0.13 -0.26 -0.28
O -0.47 -1.80 0.11
O -3.30 -0.01 -1.06
C 1.23 2.75 -1.16
H 0.56 -0.08 0.26
C -0.59 -1.42 0.42
O -0.96 -0.40 -0.03
O -0.91 -0.85 1.04
H 0.78 0.02 0.11
O -0.75 -1.27 0.71
H -0.44 -0.16 -0.23
C 2.23 -1.14 0.70
H 0.03 0.01 -0.01
H 0.31 0.68 -0.69
O -0.28 0.71 0.01
H 0.08 0.19 -0.76

- 2S+1: 4
- Net charge: +1
- Frontier orbital gap (spin up / spin down): 6.791 / 6.790 eV

Here is a 3-piece molecular cluster, C15H31O9S overall from OMol25. Energies are from ωB97M-V/def2-TZVPD.

Element x y z (Å)
H -4.948 -4.469 -3.083
H 0.431 4.692 -4.234
C 1.490 1.580 1.761
H 0.085 3.802 -5.729
H 1.495 2.270 0.930
H -1.123 0.980 3.992
H -3.744 -1.385 -0.104
C -3.079 -1.943 -0.763
H 6.482 -0.313 3.790
C 2.821 1.813 2.523
O 1.650 2.674 -2.957
H 5.255 -1.210 2.901
H 0.507 2.537 3.468
H 3.292 2.725 2.151
O -0.186 -1.814 3.112
H -5.513 -3.146 -0.381
H -0.439 2.446 2.024
H 0.209 -0.643 4.680
H -1.250 0.350 2.382
C -0.531 0.649 3.134
C -0.274 1.129 -2.644
H -1.146 1.707 -2.344
O 1.336 1.688 -1.012
O -0.186 -3.577 1.484
C 3.780 0.675 2.285
H -3.755 -4.313 -1.810
C -5.780 -3.771 -1.233
O -4.336 -2.580 -2.801
O -3.183 -0.720 -2.810
C -3.502 -1.699 -2.188
H 1.358 -0.455 3.378
C 5.812 -0.270 2.935
C -4.647 -3.852 -2.236
H 3.303 -0.270 2.553
H 2.658 1.979 3.588
C 0.298 -0.547 3.600
C 0.967 1.824 -2.143
H 2.300 3.160 -4.789
H 4.059 0.628 1.229
C 0.229 3.706 -4.652
C 0.261 1.874 2.638
C 1.381 2.768 -4.352
H -0.328 0.158 -2.161
O -0.571 -1.284 0.727
H -0.308 0.970 -3.719
H 1.225 1.777 -4.782
H -6.033 -4.765 -0.863
H -6.663 -3.333 -1.699
O 1.651 -1.989 1.475
H -0.701 3.347 -4.212
H -3.084 -2.991 -0.475
O 4.957 0.833 3.079
H 1.474 0.565 1.376
H -2.059 -1.589 -0.614
H 6.389 -0.190 2.008
S 0.215 -2.188 1.586

Forces on the atoms, in the same order (eV/Å):
H 0.01 0.06 -0.05
H 0.04 0.01 -0.04
C 0.47 0.69 1.14
H 0.02 0.00 0.00
H -0.12 -0.21 -0.02
H -0.16 0.02 0.00
H 0.02 0.03 0.02
C 0.22 -0.24 -0.37
H 0.15 0.14 0.04
C 0.07 0.10 -0.43
O 0.20 0.00 0.05
H -0.09 -0.06 0.01
H 0.24 -0.04 0.13
H 0.02 0.14 0.08
O 0.15 0.39 0.11
H 0.05 -0.05 0.03
H -0.11 0.11 0.05
H 0.06 -0.07 0.12
H 0.15 -0.30 -0.25
C 0.10 0.50 0.50
C 0.20 -0.25 -0.27
H -0.04 -0.01 0.02
O 0.24 0.20 -0.68
O -0.21 0.27 0.20
C 0.12 -0.04 0.41
H -0.01 0.03 0.04
C -0.03 0.12 0.04
O 0.01 -0.08 -0.22
O -0.02 0.01 -0.07
C -0.03 0.12 0.31
H 0.07 0.02 -0.23
C -0.08 -0.02 -0.12
C -0.06 -0.11 0.08
H -0.02 -0.17 -0.14
H 0.02 -0.26 0.16
C -0.33 -0.34 0.12
C -0.39 -0.18 0.13
H 0.03 0.00 0.06
H -0.06 -0.06 -0.15
C -0.08 0.02 0.10
C -0.45 -0.25 -0.63
C -0.07 0.04 -0.13
H -0.07 0.05 0.19
O 0.60 -0.25 0.70
H -0.07 0.10 -0.01
H -0.05 0.00 0.02
H 0.00 -0.01 -0.01
H -0.01 -0.05 -0.03
O -0.06 0.36 0.25
H 0.00 -0.05 -0.04
H -0.09 0.04 0.09
O -0.15 0.04 0.13
H -0.21 -0.08 -0.23
H -0.16 0.13 0.07
H 0.14 -0.07 -0.04
S -0.19 -0.49 -1.21

- Net charge: -1
- Frontier orbital gap: 8.203 eV

Here is C15H32F2NO5P2Pt as an isolated structure from OMol25. Energies are from ωB97M-V/def2-TZVPD.

Element x y z (Å)
H 5.421 -1.886 2.877
O -0.718 2.262 1.128
O -5.505 -0.382 -1.192
C 2.322 1.383 -2.197
H 5.032 1.048 1.053
C 0.772 1.453 -1.959
H -0.638 -0.668 -1.281
H -3.288 1.960 0.100
H 6.038 -0.209 0.326
H 0.417 2.510 -1.982
H 0.647 -0.154 -3.401
H 3.122 -0.978 1.085
H 2.517 -0.605 -1.257
N -5.368 1.871 -1.397
C 3.068 -2.996 2.967
H -1.211 2.805 1.781
H -3.816 0.364 1.208
H -6.227 1.662 -1.926
P -3.139 0.509 -0.076
H 2.736 2.407 -2.058
H -1.979 -1.769 -0.010
H 4.934 1.314 -1.379
O -1.296 0.106 2.596
O 3.379 -1.661 3.359
H 4.559 -1.990 0.677
C -3.010 -1.377 -0.188
C 4.230 -1.042 1.166
H -4.948 -2.001 0.744
C -3.864 -2.026 0.952
H -3.319 -1.773 -1.178
Pt 0.152 -0.351 4.162
H 2.514 0.809 -0.121
H -1.558 -0.992 -2.837
C -0.068 0.564 -2.956
C -2.268 0.825 -1.748
O -5.702 3.815 -0.327
H -1.851 1.856 -1.750
H 4.789 -0.494 -1.615
H 4.820 -0.226 3.180
H -0.488 -0.612 2.655
P -1.183 0.716 1.103
H 0.616 1.124 -0.898
F -6.381 2.069 0.784
C 4.453 0.384 -1.016
H 2.557 -3.057 1.978
H 3.977 -3.634 2.984
H -0.579 1.190 -3.711
C -1.183 -0.215 -2.135
C 4.570 -1.188 2.687
C -4.863 0.567 -0.958
H -3.049 0.809 -2.542
C 4.976 0.117 0.443
H 2.587 1.069 -3.226
H 2.335 -3.388 3.709
H -3.605 -1.603 1.949
C 2.897 0.429 -1.093
C -5.812 2.674 -0.276
F -3.521 -3.394 1.036

Forces on the atoms, in the same order (eV/Å):
H -0.59 0.35 -0.19
O -1.38 -1.39 0.75
O 0.00 -1.84 -0.31
C -0.37 0.17 0.93
H -0.44 -0.54 -0.36
C -0.06 0.33 -0.72
H -0.49 0.06 -0.37
H 0.41 0.05 0.20
H -0.62 0.32 0.21
H 0.26 -0.67 -0.08
H -0.65 0.28 -0.07
H 0.74 0.14 0.04
H 0.05 0.64 0.23
N -0.18 -1.45 1.75
C -0.64 -0.32 0.44
H 0.50 0.15 -0.12
H 0.53 -0.01 0.45
H 0.41 -0.02 -0.10
P -3.08 -0.27 -2.44
H -0.06 -0.73 -0.04
H -0.60 0.41 -0.19
H -0.38 -0.53 -0.04
O -1.39 2.20 -2.40
O 0.55 -0.38 -0.15
H -0.51 0.59 0.13
C -0.02 -1.09 1.18
C 0.89 -0.17 0.14
H 0.54 0.25 0.23
C 0.48 -0.52 -0.48
H 0.09 0.46 0.53
Pt 0.82 -0.02 0.61
H 0.11 -0.27 -0.46
H -0.11 0.25 0.93
C 0.15 0.13 1.68
C 0.89 -0.54 -0.76
O -0.02 3.31 0.46
H -0.30 -0.51 0.34
H -0.03 0.84 0.09
H -0.21 -0.45 -0.45
H 0.86 -1.44 0.17
P 2.36 0.72 1.81
H -0.09 0.07 -0.76
F 0.43 -0.67 -0.61
C -0.12 -0.81 0.75
H 0.56 0.12 0.43
H -0.52 0.28 -0.11
H 0.55 -0.45 0.13
C 0.79 0.82 -1.41
C -0.64 0.30 -0.21
C -1.33 1.90 -0.17
H 0.36 0.07 0.62
C 0.45 -0.32 -0.30
H -0.22 0.03 0.56
H 0.60 0.21 -0.40
H -0.34 -0.06 -0.61
C 0.64 0.65 -0.56
C 0.48 -1.31 -0.82
F -0.08 0.67 -0.10

- Net charge: +1
- Frontier orbital gap: 5.166 eV